[1]
# C50H52BaFN8O6PS3

A structure of composition C50H52BaFN8O6PS3 at a distorted geometry (ωB97M-V/def2-TZVPD, the OMol25 dataset).

Atoms and positions in Å:
1 Ba -0.357650 2.465683 -0.766764
2 O -4.516537 3.030264 -2.234887
3 C -3.596413 2.399023 -1.677147
4 N -2.487285 1.865864 -2.178488
5 C -2.285977 1.729036 -3.567064
6 C -3.355282 1.662257 -4.464662
7 C -3.162295 1.438261 -5.821028
8 C -1.878200 1.288535 -6.313486
9 C -0.796777 1.329914 -5.443239
10 C -0.958462 1.521590 -4.066400
11 N 0.125257 1.617738 -3.176836
12 C 1.331481 1.160814 -3.454437
13 O 1.733231 0.444269 -4.404781
14 C 2.452827 1.598643 -2.497254
15 C 3.709405 1.840319 -3.049451
16 C 4.750660 2.188338 -2.211400
17 C 4.525547 2.257824 -0.844274
18 C 3.248886 1.997375 -0.379454
19 N 2.235707 1.689123 -1.185762
20 C -3.803795 2.134656 -0.177704
21 C -5.116174 2.098497 0.282649
22 C -5.354258 1.797419 1.613165
23 C -4.277796 1.546541 2.446934
24 C -3.003030 1.635860 1.909090
25 N -2.764244 1.935546 0.638126
26 H -4.350700 1.812306 -4.075602
27 H -4.018500 1.389575 -6.485219
28 H -1.704953 1.127563 -7.371902
29 H 0.204806 1.194676 -5.821379
30 H 3.834981 1.730024 -4.116816
31 H 5.736075 2.389116 -2.616499
32 H 5.315547 2.494350 -0.144312
33 H 3.033149 2.003091 0.682653
34 H -5.909125 2.308256 -0.420985
35 H -6.369579 1.741043 1.990435
36 H -4.402021 1.280810 3.488421
37 H -2.137900 1.456454 2.533727
38 C -1.895298 -1.403592 -0.617194
39 N -2.541441 -1.397178 0.687819
40 C -3.977077 -1.463779 0.553907
41 C -2.023881 -2.454355 1.526086
42 C -2.366312 -2.322542 3.004389
43 N -1.999287 -1.049387 3.594572
44 C -0.616013 -0.694965 3.315351
45 C -2.254344 -1.067202 5.016587
46 H -2.070921 -2.346977 -1.167261
47 H -0.815559 -1.290158 -0.487349
48 H -2.253962 -0.576722 -1.231970
49 H -4.311237 -2.438092 0.145144
50 H -4.317557 -0.676304 -0.118527
51 H -4.460721 -1.309165 1.519692
52 H -0.943761 -2.478436 1.405055
53 H -2.393509 -3.444421 1.193850
54 H -1.856719 -3.158675 3.522412
55 H -3.442185 -2.467207 3.156489
56 H 0.094799 -1.492937 3.567489
57 H -0.336217 0.174757 3.911865
58 H -0.486907 -0.439177 2.263906
59 H -1.637144 -1.810943 5.553869
60 H -3.305662 -1.306756 5.202606
61 H -2.043672 -0.085190 5.445702
62 C -2.366479 5.497093 -2.128595
63 C -2.649219 5.498458 -0.665017
64 N -1.937168 4.862777 0.210667
65 C -2.404436 5.044352 1.487115
66 C -3.511024 5.829782 1.587360
67 S -3.983508 6.358163 0.028622
68 C -1.682110 4.421103 2.600082
69 C -2.097353 4.391558 3.896025
70 S -0.934029 3.584340 4.854721
71 C 0.045267 3.340888 3.452969
72 N -0.471618 3.810660 2.361032
73 C 1.358373 2.656201 3.520258
74 H -1.324856 5.199006 -2.265415
75 H -2.522133 6.491790 -2.549937
76 H -3.031379 4.793386 -2.635159
77 H -4.046978 6.117379 2.476306
78 H -3.019134 4.768270 4.306313
79 H 1.546435 2.212243 4.496158
80 H 2.161367 3.358714 3.296600
81 H 1.397848 1.861428 2.780803
82 O 2.638934 -1.269329 3.962518
83 S 3.175137 -0.443164 2.886739
84 O 4.006183 0.660342 3.348998
85 O 2.210192 -0.070152 1.858753
86 C 4.323327 -1.525919 2.008206
87 C 5.628122 -1.528865 2.505451
88 C 6.603752 -2.324452 1.943255
89 C 6.287866 -3.128831 0.860241
90 C 5.001280 -3.127691 0.357675
91 C 3.986068 -2.339808 0.913521
92 P 2.257838 -2.412900 0.203887
93 C 1.791288 -4.062711 0.863968
94 C 0.885061 -4.878073 0.182918
95 C 0.430769 -6.062168 0.743757
96 C 0.860479 -6.448228 2.006927
97 C 1.733775 -5.628106 2.706961
98 C 2.193263 -4.444858 2.144720
99 C 2.552997 -2.726649 -1.588250
100 C 2.907887 -3.931980 -2.198665
101 C 3.105262 -3.999944 -3.568883
102 C 2.948592 -2.864476 -4.353995
103 C 2.582655 -1.664694 -3.766185
104 C 2.381765 -1.602663 -2.394887
105 H 5.857215 -0.870346 3.333117
106 H 7.612575 -2.304933 2.338276
107 H 7.042371 -3.754847 0.399499
108 H 4.783238 -3.752225 -0.492969
109 H 0.516579 -4.577367 -0.790171
110 H -0.270530 -6.678556 0.193739
111 H 0.505809 -7.372616 2.447039
112 H 2.055755 -5.900175 3.705372
113 H 2.845984 -3.798152 2.726393
114 H 3.021747 -4.826737 -1.598639
115 H 3.373043 -4.945289 -4.027600
116 H 3.091426 -2.922084 -5.426050
117 H 2.418448 -0.779351 -4.364856
118 H 2.063916 -0.667032 -1.948522
119 O 0.126838 -1.737990 -5.201233
120 H -0.709758 -1.259176 -5.220222
121 H 0.756871 -1.030165 -4.945678
122 F 0.512069 4.303548 -1.448466

Cartesian forces (eV/Å) of the 2 atoms listed first:
-0.2 -1.0 2.2
0.0 0.0 -0.1

Computed properties:
Energy: -122112.1892 eV
Charge: -2
Multiplicity: 1
Gap between HOMO and LUMO: 5.8861 eV
Highest occupied orbital energy: -2.405 eV
Lowest unoccupied orbital energy: 3.48 eV


[2]
# C50H52BiN5O

A structure of composition C50H52BiN5O at a distorted geometry (ωB97M-V/def2-TZVPD, the OMol25 dataset).

Atoms and positions in Å:
1 Bi -0.114035 -0.094512 0.598464
2 C -0.055377 -1.593946 4.876557
3 C -0.357221 -1.020016 3.533802
4 N 0.572486 -0.761917 2.678747
5 N 1.880859 -1.026489 2.964257
6 C 2.574787 -1.100958 1.845721
7 O 2.085286 -0.956733 0.669901
8 C 4.022541 -1.411131 1.976254
9 C 4.736783 -1.790025 0.844578
10 C 6.084516 -2.099929 0.944796
11 C 6.724335 -2.023426 2.173427
12 C 6.014165 -1.639544 3.303872
13 C 4.666069 -1.337552 3.208506
14 C -1.725977 -0.865725 3.001173
15 C -2.566666 -1.989943 3.289897
16 C -3.533415 -2.517289 2.493882
17 C -4.090149 -1.864624 1.316973
18 C -2.866107 -1.271231 0.345533
19 N -1.838937 0.084218 2.076124
20 H 0.815420 -1.089977 5.291697
21 H -0.904267 -1.496722 5.548520
22 H 0.209338 -2.650346 4.779097
23 H 4.223693 -1.837684 -0.105901
24 H 6.636044 -2.400794 0.063730
25 H 7.777463 -2.261299 2.251236
26 H 6.514186 -1.576014 4.261573
27 H 4.099484 -1.042526 4.080569
28 H -2.230695 -2.599020 4.119073
29 H -3.869024 -3.523407 2.721337
30 H -5.120856 -2.344453 -0.478877
31 H -3.371907 -1.131980 -0.612384
32 C -0.465439 2.303558 -3.567134
33 C -1.781673 2.160494 -2.798740
34 C -2.950895 1.914349 -3.753136
35 C -2.016222 3.376894 -1.924399
36 C -2.171366 4.623703 -2.522028
37 C -2.365236 5.761203 -1.760664
38 C -2.367490 5.660913 -0.378776
39 C -2.205464 4.440026 0.266000
40 C -2.170206 4.437353 1.787168
41 C -3.448400 3.894087 2.430633
42 C -0.929462 3.762424 2.383464
43 C -2.072682 3.289524 -0.529277
44 N -1.969818 2.024779 0.103472
45 C -3.022065 1.330558 0.327163
46 C -2.913541 0.069213 1.139451
47 N -1.548993 -1.814198 0.300373
48 C -1.395349 -3.025189 -0.433754
49 C -1.722382 -3.088929 -1.803286
50 C -1.723326 -4.322634 -2.443576
51 C -1.369480 -5.480229 -1.774358
52 C -0.973414 -5.402197 -0.452201
53 C -0.971224 -4.192080 0.232789
54 C -0.459679 -4.166987 1.656432
55 C -1.153123 -5.187800 2.557862
56 C 1.055880 -4.382511 1.666031
57 C -1.994229 -1.854089 -2.645374
58 C -0.926093 -1.716632 -3.734779
59 C -3.391761 -1.868447 -3.267142
60 C -4.305041 -0.372316 1.468421
61 C -5.209556 -2.595073 0.583531
62 C -6.607865 -2.221877 1.017782
63 C -7.182178 -1.033065 0.817332
64 C -6.496547 0.150653 0.288782
65 C -7.147596 1.120808 -0.449836
66 C -6.485103 2.249076 -0.955976
67 C -5.128977 2.423441 -0.749412
68 C -4.440445 1.470223 0.002571
69 C -5.129898 0.372060 0.588886
70 H -0.239463 1.393651 -4.125490
71 H 0.365633 2.505994 -2.889436
72 H -0.518443 3.127460 -4.281297
73 H -1.695859 1.286250 -2.148280
74 H -3.107140 2.774459 -4.407343
75 H -3.878023 1.732246 -3.207106
76 H -2.751626 1.050150 -4.388816
77 H -2.144400 4.701581 -3.602299
78 H -2.494138 6.723784 -2.237941
79 H -2.484752 6.554361 0.223641
80 H -2.111538 5.495730 2.059377
81 H -3.567146 2.824285 2.260229
82 H -4.334217 4.398105 2.040677
83 H -3.414824 4.050578 3.510661
84 H -1.033228 2.678488 2.393260
85 H -0.791956 4.092236 3.415136
86 H -0.028366 4.022268 1.824381
87 H -1.990780 -4.376060 -3.492027
88 H -1.381067 -6.433405 -2.287010
89 H -0.657639 -6.301208 0.062961
90 H -0.672110 -3.176476 2.051588
91 H -0.873838 -6.211125 2.298661
92 H -2.238650 -5.106764 2.489407
93 H -0.863182 -5.030096 3.599393
94 H 1.303897 -5.371765 1.273297
95 H 1.454222 -4.309511 2.680277
96 H 1.564263 -3.643304 1.046856
97 H -1.911071 -0.971616 -2.007241
98 H -0.968228 -2.553577 -4.433439
99 H 0.077238 -1.692699 -3.305353
100 H -1.080308 -0.799979 -4.306048
101 H -3.504070 -2.717293 -3.944215
102 H -3.568663 -0.958123 -3.841380
103 H -4.173874 -1.946709 -2.510030
104 H -5.072445 -3.675070 0.659394
105 H -7.213222 -3.008085 1.454735
106 H -8.231908 -0.916170 1.067427
107 H -8.207107 1.002449 -0.649655
108 H -7.041901 2.979300 -1.527532
109 H -4.616155 3.279668 -1.167448

Cartesian forces (eV/Å) of the 2 atoms listed first:
0.1 -0.3 0.4
0.0 -0.1 0.0

Computed properties:
Energy: -68029.5912 eV
Charge: 0
Multiplicity: 1
ΔE to the lowest compared entry with this formula, charge and spin: 71.6 kcal per mole
Gap between HOMO and LUMO (alpha / beta): 4.9112 / 6.5001 eV
Highest occupied orbital energy (alpha / beta): -6.102 / -7.119 eV
Lowest unoccupied orbital energy (alpha / beta): -1.19 / -0.62 eV


multiplicity of number 2 (C50H52BiN5O)?
1


Look up the charge of the second one.
0


Which of these has the lowest charge?
C50H52BaFN8O6PS3


Among the records above, which one has the lowest charge?
C50H52BaFN8O6PS3